Formula: C18H48F3InO19
Source: the OMol25 dataset
Level of theory: wB97M-V/def2-TZVPD

Computed properties:
DFT total energy: -71661.6984 eV
HOMO level: -9.16 eV
LUMO level: -6.496 eV
Frontier orbital gap: 2.663 eV

Last column: Mulliken charge in e.
Geometry (Å):
H1 -1.79 -6.30 -4.81  0.28
O1 2.98 1.11 -1.67  -0.78
O2 4.35 1.52 2.88  -0.55
H2 1.96 -3.22 0.59  0.01
H3 -0.09 -0.35 -5.18  0.38
O3 1.67 4.60 -0.70  -0.74
H4 -2.25 1.90 -2.20  0.50
H5 2.56 0.25 -6.28  0.29
C1 0.43 -0.46 0.61  1.56
H6 -3.05 -2.56 -4.79  0.14
In1 4.21 2.98 0.20  0.93
H7 -0.64 1.21 4.42  0.01
H8 0.54 -3.84 1.66  0.29
H9 4.05 0.62 2.77  0.33
H10 3.39 -1.51 1.86  0.39
H11 -2.12 -0.98 5.58  0.40
O4 -1.12 -1.96 0.08  -0.80
O5 2.95 -0.59 -6.04  -0.59
O6 -0.50 -5.12 -3.72  -0.39
H12 0.79 3.78 4.59  0.44
O7 -2.27 0.86 6.67  -0.34
H13 2.14 -3.89 2.18  0.30
O8 1.71 -5.34 0.83  -0.56
H14 2.86 2.27 -4.43  0.30
H15 -1.61 0.33 -2.54  -0.17
O9 -1.29 -5.13 -0.78  -0.61
F1 -0.92 5.55 -1.24  -0.28
C2 -0.69 4.94 -0.08  0.61
O10 -3.13 0.42 -1.01  -0.56
H16 0.04 -1.64 -4.40  0.24
C3 -2.05 0.93 -1.74  0.17
C4 -2.46 0.91 2.16  -0.18
H17 -1.90 -4.67 -5.35  0.16
H18 1.24 -5.38 -0.01  0.30
H19 3.44 1.29 -3.43  0.38
H20 2.28 -0.58 2.30  0.26
C5 -1.21 -5.38 -4.92  -0.61
H21 -0.59 -0.39 6.11  0.38
H22 -0.65 -5.04 -1.48  0.33
H23 -0.43 4.07 2.84  0.25
O11 3.69 1.89 -4.13  -0.67
H24 -2.14 0.09 1.52  0.14
H25 0.78 5.43 3.07  0.29
H26 -3.89 -0.54 6.98  0.31
C6 -0.05 -1.33 -0.30  -0.40
H27 -0.52 -5.67 -5.71  0.32
C7 0.59 4.43 2.69  -0.34
H28 1.86 -0.82 -3.20  0.65
O12 -3.00 -3.07 -2.85  -0.50
H29 1.23 3.28 -2.58  0.31
H30 2.39 3.85 3.75  0.32
H31 1.14 2.56 3.31  -0.17
C8 0.46 -1.43 -1.77  -0.35
H32 -2.07 -2.91 -2.68  0.24
H33 -1.67 1.63 1.95  0.00
H34 1.07 5.97 0.64  0.34
H35 -1.18 1.12 -1.11  -0.24
H36 -3.69 0.76 8.16  0.26
F2 -1.34 3.78 -0.14  -0.13
C9 -3.28 -2.09 -3.83  -0.15
C10 2.01 0.42 -1.37  0.36
H37 1.52 4.05 -3.85  0.31
H38 2.26 -1.07 -5.59  0.33
H39 -1.53 -4.23 -0.56  0.30
H40 0.08 -0.42 1.64  0.51
H41 -0.07 -4.27 -3.83  0.23
H42 -2.64 -1.23 -3.68  -0.07
H43 -0.68 -0.40 3.84  0.12
C11 -1.56 -0.06 5.74  -0.91
C12 -3.16 0.08 7.49  -0.72
C13 -1.31 0.37 4.30  0.30
H44 -2.82 -0.36 -0.54  0.35
C14 1.34 3.56 3.67  -0.76
H45 -2.54 -0.58 8.09  0.31
O13 3.02 -1.09 2.63  -0.77
C15 0.79 4.96 0.33  -0.12
C16 1.43 -0.56 -2.25  -0.12
O14 1.23 4.19 1.44  0.01
O15 2.12 1.18 1.01  -0.08
C17 1.55 0.47 0.18  -0.31
O16 1.28 3.18 -3.53  -0.67
O17 0.25 -1.24 -5.24  -0.68
H46 4.30 1.68 3.82  0.27
H47 -3.39 1.29 1.74  0.45
C18 1.55 -3.97 1.27  -0.28
O18 0.16 -2.46 -2.52  -0.64
H48 -4.36 -1.98 -3.92  0.32
F3 -1.46 5.74 0.81  -0.32
O19 -2.54 0.59 3.57  -0.43

=====

Formula: C20H20AuNO6S
Source: the OMol25 dataset
Level of theory: wB97M-V/def2-TZVPD

Computed properties:
DFT total energy: -49368.0350 eV
2S+1: 2
ΔE to the lowest compared entry with this formula, charge and spin: 0.00 kcal per mole
<S²>: 0.760
HOMO level (spin up / spin down): -4.52 / -4.91 eV
Net charge: -1
LUMO level (spin up / spin down): 1.916 / 1.583 eV
Frontier orbital gap (spin up / spin down): 6.433 / 6.496 eV

Last column: natural (NBO) charge in e.
Geometry (Å):
C1 -2.24 3.14 -3.11  -0.20
O1 -0.83 2.07 0.06  -0.80
C2 -0.24 -1.60 -2.26  0.75
C3 1.47 -4.18 0.65  -0.29
H1 1.29 4.96 -0.20  0.20
C4 2.22 1.68 -0.89  -0.61
C5 0.11 3.51 -3.15  -0.24
H2 -4.64 0.54 -0.54  0.19
O2 1.09 -2.88 3.28  -0.74
N1 0.59 -2.09 -0.02  -0.51
H3 1.00 3.86 -3.66  0.19
H4 1.89 -4.80 1.43  0.25
C6 1.15 -2.86 0.92  0.17
H5 -4.26 2.49 -1.84  0.19
H6 2.63 4.01 0.46  0.19
H7 2.26 3.52 -1.94  0.19
H8 -4.69 2.90 0.56  0.19
H9 3.30 1.77 -0.78  0.20
H10 2.01 0.96 -1.69  0.22
C7 -3.72 3.14 0.11  -0.60
H11 -3.21 3.20 -3.60  0.19
S1 -0.37 0.12 3.72  0.40
C8 1.62 3.94 0.04  -0.60
H12 -3.26 0.15 -1.59  0.23
H13 -3.72 4.20 -0.15  0.20
H14 0.50 -4.17 -2.61  0.24
H15 -1.18 3.94 -4.81  0.20
C9 -2.17 2.64 -1.82  -0.06
O3 1.58 -5.97 -0.88  -0.66
Au1 -0.30 -0.05 0.25  1.19
C10 -3.60 0.78 -0.77  -0.60
O4 2.03 -1.12 2.21  -0.74
C11 1.61 3.05 -1.20  -0.24
C12 1.25 -4.68 -0.62  0.34
C13 -1.11 3.56 -3.79  -0.25
C14 -0.91 2.54 -1.19  0.29
C15 -3.47 2.27 -1.12  -0.22
C16 1.47 -2.23 2.29  0.72
O5 -0.49 -0.42 -1.83  -0.77
H16 -2.93 2.97 0.85  0.23
H17 1.85 1.28 0.05  0.21
C17 0.36 -2.56 -1.24  0.13
C18 -0.45 0.17 2.22  -0.30
H18 -3.00 0.54 0.11  0.21
H19 1.37 -6.16 -1.80  0.48
O6 -0.43 -2.01 -3.39  -0.65
C19 0.24 3.01 -1.86  0.02
C20 0.69 -3.85 -1.60  -0.32
H20 0.96 3.53 0.80  0.23

=====

Formula: C19H10BrCl4NO2Rh
Source: the OMol25 dataset
Level of theory: wB97M-V/def2-TZVPD

Computed properties:
DFT total energy: -148593.8779 eV
ΔE to the lowest compared entry with this formula, charge and spin: 0.00 kcal per mole
HOMO level: -4.79 eV
Net charge: -1
LUMO level: 2.319 eV
Frontier orbital gap: 7.111 eV

Last column: natural (NBO) charge in e.
Geometry (Å):
C1 -0.75 -2.46 -1.16  -0.22
H1 1.84 3.08 -2.27  0.24
H2 -1.25 -3.74 0.49  0.21
H3 -1.15 -3.13 -1.90  0.21
Rh1 -1.78 2.12 -0.62  1.06
C2 3.91 2.50 -2.45  -0.22
H4 0.57 0.01 1.49  0.23
C3 -3.63 -0.90 1.36  -0.10
Cl1 -4.30 -2.81 3.17  0.01
C4 0.27 -0.36 -0.59  -0.11
C5 2.20 1.17 -1.39  0.00
C6 4.47 0.36 -1.51  -0.22
Cl2 -1.01 1.39 4.23  0.01
Br1 -2.26 2.20 -3.04  -0.60
H5 5.20 -0.42 -1.30  0.21
H6 -0.37 -2.17 2.20  0.22
Cl3 -2.49 -1.23 5.19  0.01
C7 0.79 1.00 -0.97  0.17
O1 -3.03 0.69 -0.32  -0.62
C8 -0.31 -1.92 1.15  -0.20
H7 4.21 3.40 -2.97  0.21
H8 -0.20 -0.96 -2.59  0.22
H9 5.88 1.65 -2.48  0.20
C9 3.15 0.18 -1.12  -0.21
C10 2.59 2.33 -2.06  -0.19
C11 4.85 1.51 -2.17  -0.22
C12 -2.04 0.50 3.15  -0.16
N1 0.02 1.99 -0.91  -0.39
C13 -2.69 -0.66 3.56  -0.09
C14 -3.49 -1.36 2.67  -0.12
C15 -2.96 0.24 0.94  0.20
C16 -0.21 -1.24 -1.55  -0.14
H10 2.84 -0.72 -0.61  0.22
C17 -0.80 -2.80 0.19  -0.22
C18 -2.17 0.98 1.85  0.33
O2 -1.57 2.06 1.40  -0.73
Cl4 -4.58 -1.76 0.20  0.02
C19 0.22 -0.70 0.76  -0.21

=====

Formula: C3H13NO3
Source: the OMol25 dataset
Level of theory: wB97M-V/def2-TZVPD

Computed properties:
DFT total energy: -10953.4675 eV
SMILES string: CNCCO.O.O
ΔE to the lowest compared entry with this formula, charge and spin: 30.07 kcal per mole
HOMO level: -9.29 eV
LUMO level: 0.820 eV
Frontier orbital gap: 10.106 eV

Last column: natural (NBO) charge in e.
Geometry (Å):
H1 -0.82 5.75 -0.61  0.47
H2 0.74 -2.39 -0.25  0.19
O1 -0.81 -1.98 2.70  -0.74
H3 -1.18 6.29 -1.98  0.47
O2 2.01 -0.23 -2.31  -0.96
H4 1.17 -1.96 2.17  0.18
C1 -0.55 0.38 -0.42  -0.44
C2 0.04 -1.86 0.40  -0.24
N1 0.31 -0.41 0.44  -0.64
H5 1.72 -1.05 -2.71  0.47
H6 -0.17 1.39 -0.35  0.21
C3 0.25 -2.41 1.81  -0.07
H7 0.22 -0.12 1.40  0.37
H8 1.94 -0.23 -1.35  0.49
O3 -0.54 5.72 -1.53  -0.93
H9 -1.01 -1.97 0.11  0.17
H10 -0.27 0.12 -1.42  0.21
H11 -1.63 0.43 -0.23  0.17
H12 0.22 -3.49 1.88  0.18
H13 -1.65 -1.96 2.25  0.46

=====

- Which formula does entry 2 have?
  C20H20AuNO6S

=====

- Among the records above, which one has the lowest DFT total energy?
  C19H10BrCl4NO2Rh